[1]
ORCA calculation (wB97M-V/def2-TZVPD) on a molecular structure, C22H42BF4IN5O7S2SiSn.

HOMO level = -10.672 eV
Frontier orbital gap = 7.8996 eV
Energy above the lowest of the compared OMol25 structures with the same formula, charge and spin = 109.2 kJ/mol
Calculated total energy = -3686.4358 Ha

The geometry in ORCA input format:
```
! wB97M-V def2-TZVPD RIJCOSX def2/J DEFGRID3
* xyz 1 1
Sn -2.11 1.74 0.84
N 1.16 1.99 0.65
N 2.27 1.96 -0.19
C 2.25 1.33 -1.35
N 3.21 1.58 -2.24
S 1.00 0.25 -1.91
H 0.71 2.91 0.64
H 1.43 1.70 1.58
H 3.08 2.53 0.03
H 3.83 2.37 -2.15
H 3.31 0.97 -3.03
C -4.91 5.18 -0.89
O -5.42 3.83 -1.03
C -4.59 2.86 -0.74
O -3.40 3.07 -0.43
N -5.15 1.65 -0.84
N -4.38 0.52 -0.56
H -5.74 5.82 -1.18
H -4.06 5.33 -1.54
H -4.62 5.37 0.15
H -6.14 1.59 -1.01
H -4.35 -0.09 -1.37
H -4.74 0.03 0.25
F -3.92 1.66 2.02
B -3.99 0.33 2.86
F -5.30 0.01 2.88
F -3.39 0.61 4.04
F -3.22 -0.53 2.06
I -4.16 10.17 1.82
C -3.22 8.33 1.64
C -2.24 8.15 0.67
C -1.62 6.92 0.55
C -1.98 5.86 1.38
C -2.96 6.05 2.35
C -3.58 7.28 2.49
C -1.36 4.52 1.18
O -0.45 4.35 0.36
O -1.88 3.56 1.88
H -1.96 8.97 0.02
H -0.85 6.76 -0.20
H -3.24 5.23 2.99
H -4.34 7.43 3.24
C 5.42 -1.80 0.54
C 4.48 -2.34 -0.52
C 4.76 -1.71 -1.88
C 4.59 -3.86 -0.60
O 3.15 -1.95 -0.10
Si 1.69 -2.54 -0.48
S 0.36 -0.82 -0.27
O 1.04 -3.62 0.52
C 0.95 -3.79 1.95
C 0.57 -2.47 2.60
C -0.13 -4.84 2.17
C 2.30 -4.28 2.46
O 1.69 -3.07 -2.01
C 0.81 -3.98 -2.73
C 1.15 -3.78 -4.19
C -0.64 -3.63 -2.44
C 1.13 -5.40 -2.29
H 6.46 -2.02 0.28
H 5.20 -2.24 1.51
H 5.31 -0.71 0.62
H 5.75 -1.98 -2.23
H 4.71 -0.62 -1.79
H 4.02 -2.04 -2.61
H 5.61 -4.15 -0.85
H 3.92 -4.26 -1.37
H 4.32 -4.31 0.35
H -0.40 -2.12 2.23
H 1.33 -1.71 2.42
H 0.48 -2.60 3.68
H -1.08 -4.49 1.77
H -0.26 -5.03 3.23
H 0.14 -5.77 1.67
H 3.07 -3.52 2.30
H 2.59 -5.19 1.95
H 2.24 -4.49 3.53
H 0.95 -2.74 -4.49
H 0.54 -4.43 -4.82
H 2.20 -4.00 -4.38
H -0.85 -2.60 -2.74
H -0.87 -3.74 -1.38
H -1.30 -4.29 -3.01
H 2.18 -5.63 -2.47
H 0.52 -6.11 -2.85
H 0.91 -5.53 -1.23
*
```

These are the Mulliken partial charges, in e, on atoms 1 to 5: atom 1 (Sn): 1.5193, atom 2 (N): -0.1013, atom 3 (N): -0.3640, atom 4 (C): 0.8821, atom 5 (N): -0.4136

[2]
ORCA calculation (wB97M-V/def2-TZVPD) on a molecular structure, C3H8N2O2.

HOMO level = -8.120 eV
Frontier orbital gap = 8.5243 eV
Energy above the lowest of the compared OMol25 structures with the same formula, charge and spin = 452.2 kJ/mol
Calculated total energy = -378.9688 Ha

The geometry in ORCA input format:
```
! wB97M-V def2-TZVPD RIJCOSX def2/J DEFGRID3
* xyz 0 1
C 0.35 -0.45 1.11
C -0.19 1.28 -0.65
C 0.89 0.29 -0.10
N 0.68 -1.36 -0.61
N -0.87 -0.93 1.34
O -1.59 1.05 -0.53
O 2.08 0.70 -0.09
H -1.89 1.13 -1.45
H 0.97 -0.33 1.99
H 1.61 -1.74 -0.43
H 0.62 -1.22 -1.62
H -1.05 -1.35 2.25
H -1.67 -0.70 0.76
H 0.00 2.28 -0.25
H 0.06 1.35 -1.72
*
```

These are the natural (NBO) partial charges, in e, on atoms 1 to 5: atom 1 (C): 0.2531, atom 2 (C): -0.1316, atom 3 (C): 0.3921, atom 4 (N): -0.9431, atom 5 (N): -0.7017

[3]
ORCA calculation (wB97M-V/def2-TZVPD) on a molecular structure, C28H53HoO2PSe2Si2.

HOMO level (spin up / spin down) = -10.739 / -10.749 eV
Frontier orbital gap (spin up / spin down) = 7.6149 / 7.7332 eV
Calculated total energy = -7920.3478 Ha

The geometry in ORCA input format:
```
! wB97M-V def2-TZVPD RIJCOSX def2/J DEFGRID3
* xyz 1 5
O -0.38 -1.50 -1.85
O -2.40 -0.36 -5.33
C 0.46 -2.47 -2.60
C 0.87 -3.62 -1.70
H 1.31 -1.88 -2.95
H -0.13 -2.79 -3.46
H 1.31 -3.27 -0.75
H 1.63 -4.22 -2.21
H 0.02 -4.27 -1.48
C -1.60 -2.08 -1.27
C -2.48 -2.67 -2.36
H -2.14 -1.29 -0.70
H -1.29 -2.85 -0.55
H -2.68 -1.93 -3.14
H -3.43 -2.99 -1.94
H -1.99 -3.54 -2.81
C -3.46 0.61 -5.51
C -2.29 -1.36 -6.36
C -4.65 0.36 -4.60
H -3.80 0.63 -6.56
H -3.02 1.58 -5.26
H -5.13 -0.60 -4.81
H -5.39 1.15 -4.77
H -4.36 0.40 -3.54
C -3.54 -2.22 -6.48
H -1.43 -1.97 -6.09
H -2.08 -0.88 -7.33
H -3.82 -2.64 -5.50
H -3.34 -3.05 -7.16
H -4.38 -1.65 -6.88
H -0.70 -0.01 -3.82
Ho 0.09 0.04 -0.32
C -0.24 1.01 -3.79
Si 0.43 1.62 -5.46
H -1.01 1.71 -3.44
H 0.58 1.00 -3.06
C 1.31 0.21 -6.33
C 1.66 3.04 -5.21
C -0.82 2.33 -6.68
C 2.20 0.22 -1.28
Si 3.19 1.25 -0.09
H 2.32 0.69 -2.28
H 2.66 -0.79 -1.36
C 4.16 2.63 -0.92
C 4.43 0.12 0.75
C 2.07 2.10 1.18
H -0.36 2.42 -7.68
H -1.13 3.33 -6.36
H -1.72 1.71 -6.80
H 2.20 -0.11 -5.76
H 1.64 0.53 -7.33
H 0.65 -0.66 -6.45
H 2.27 2.91 -4.31
H 1.12 3.99 -5.13
H 2.33 3.12 -6.08
H 4.86 -0.56 0.01
H 3.96 -0.49 1.53
H 5.25 0.70 1.19
H 1.61 1.42 1.91
H 1.28 2.71 0.71
H 2.72 2.79 1.75
H 4.98 2.94 -0.27
H 3.53 3.51 -1.12
H 4.60 2.32 -1.88
Se 0.95 -1.38 1.94
P -0.66 -0.44 3.17
Se -1.94 0.51 1.59
C -1.40 -1.73 4.24
C -1.88 -2.90 3.63
C -2.52 -3.88 4.40
C -2.64 -3.72 5.78
C -2.09 -2.60 6.40
C -1.44 -1.62 5.65
C -0.25 0.88 4.35
C -1.25 1.80 4.72
C -0.97 2.80 5.65
C 0.31 2.90 6.21
C 1.31 1.99 5.84
C 1.04 0.98 4.90
H -1.74 -3.03 2.55
H -2.92 -4.77 3.91
H -3.15 -4.48 6.38
H -2.15 -2.48 7.49
H -0.96 -0.77 6.15
H -2.22 1.75 4.24
H -1.76 3.49 5.95
H 0.53 3.69 6.93
H 2.30 2.07 6.28
H 1.82 0.28 4.59
*
```

These are the Mulliken partial charges, in e, on atoms 1 to 5: atom 1 (O): 0.5156, atom 2 (O): -0.0262, atom 3 (C): -0.3632, atom 4 (C): -1.3054, atom 5 (H): 0.4302

[4]
ORCA calculation (wB97M-V/def2-TZVPD) on a single C8H9NO3 molecule.

HOMO level = -9.430 eV
Frontier orbital gap = 8.3045 eV
Energy above the lowest of the compared OMol25 structures with the same formula, charge and spin = 404.5 kJ/mol
Calculated total energy = -590.5848 Ha

The geometry in ORCA input format:
```
! wB97M-V def2-TZVPD RIJCOSX def2/J DEFGRID3
* xyz 0 1
C 0.26 -2.52 0.08
C -0.38 -1.69 -0.90
C -1.28 -0.51 -0.28
C -0.90 0.86 -0.15
C 0.50 1.46 -0.63
N 1.54 1.58 0.43
C 2.57 0.51 0.23
C -2.16 1.51 0.56
O -2.33 2.71 0.92
O -3.24 0.58 0.80
C -2.75 -0.68 0.29
O -3.32 -1.80 0.25
H 0.35 -2.13 1.15
H 0.64 -3.58 -0.12
H -0.25 -1.86 -2.02
H 0.85 0.86 -1.54
H 0.29 2.53 -1.03
H 1.12 1.55 1.37
H 2.88 0.14 1.28
H 3.47 0.90 -0.38
H 2.16 -0.42 -0.33
*
```

These are the natural (NBO) partial charges, in e, on atoms 1 to 5: atom 1 (C): -0.3559, atom 2 (C): -0.2499, atom 3 (C): -0.0825, atom 4 (C): -0.0794, atom 5 (C): -0.2540

[5]
ORCA calculation (wB97M-V/def2-TZVPD) on a single C5H7NO molecule.

HOMO level = -8.581 eV
Frontier orbital gap = 9.4787 eV
Energy above the lowest of the compared OMol25 structures with the same formula, charge and spin = 283.4 kJ/mol
Calculated total energy = -324.6165 Ha

The geometry in ORCA input format:
```
! wB97M-V def2-TZVPD RIJCOSX def2/J DEFGRID3
* xyz 0 1
C -2.21 0.66 0.52
C -1.15 -0.16 -0.02
C -0.84 -1.25 -0.63
C 0.20 0.10 -0.53
C 1.45 -0.40 0.11
N 2.61 0.32 -0.12
O 1.48 -1.48 0.69
H -1.95 0.91 1.54
H -3.14 0.09 0.46
H -2.27 1.58 -0.08
H -0.63 -2.31 -0.62
H 0.34 1.02 -1.14
H 3.45 -0.03 0.30
H 2.63 1.25 -0.52
*
```

These are the natural (NBO) partial charges, in e, on atoms 1 to 5: atom 1 (C): -0.6496, atom 2 (C): 0.0375, atom 3 (C): -0.1169, atom 4 (C): -0.3950, atom 5 (C): 0.6491

[6]
ORCA calculation (wB97M-V/def2-TZVPD) on a single C2H4N2S molecule.

HOMO level (spin up / spin down) = -9.856 / -8.265 eV
Frontier orbital gap (spin up / spin down) = 9.6254 / 7.9515 eV
Energy above the lowest of the compared OMol25 structures with the same formula, charge and spin = 396.3 kJ/mol
Calculated total energy = -586.1434 Ha

The geometry in ORCA input format:
```
! wB97M-V def2-TZVPD RIJCOSX def2/J DEFGRID3
* xyz 0 1
C 0.09 0.13 0.20
C 0.85 -0.99 -0.47
N 0.63 1.31 -0.40
N 1.42 -0.59 -1.74
S 2.60 -0.81 -0.67
H -0.99 -0.04 0.05
H 0.27 0.16 1.28
H 0.49 -2.01 -0.38
H -0.08 1.94 -0.76
*
```

These are the natural (NBO) partial charges, in e, on atoms 1 to 5: atom 1 (C): -0.3324, atom 2 (C): -0.1885, atom 3 (N): -0.4126, atom 4 (N): -0.4922, atom 5 (S): 0.4871